Entry 1:
Computed, not measured: a single C2H6N2OS2 molecule, with ωB97M-V/def2-TZVPD.

```
13
Properties=species:S:1:pos:R:3:nbo_charge:R:1
C -1.861 -0.773 1.367 -0.731
C 0.224 0.592 0.373 -0.418
N 1.255 -0.604 -1.552 -0.627
N 1.305 -0.164 -0.199 -0.408
O 1.403 2.208 -1.195 -0.963
S -0.403 0.064 2.032 0.229
S 1.686 1.606 0.088 1.284
H -2.150 -0.246 0.511 0.222
H -2.488 -1.056 2.184 0.239
H -1.489 -1.712 0.932 0.217
H -0.574 0.762 -0.552 0.233
H 2.171 -0.843 -1.854 0.368
H 0.921 0.166 -2.136 0.356
```

## Properties
energy above the lowest of the compared OMol25 structures with the same formula, charge and spin	312.96	kJ/mol
E_LUMO	0.74	eV
net charge	0
HOMO energy	-0.3303	Eh

Entry 2:
Computed, not measured: a single C3H3FO molecule, with ωB97M-V/def2-TZVPD.

```
8
Properties=species:S:1:pos:R:3:nbo_charge:R:1
C 0.804 -0.574 0.036 0.567
C -0.550 -0.408 -0.383 -0.565
C 0.073 0.598 0.538 0.068
O 1.830 -1.190 -0.008 -0.439
F 0.366 1.800 -0.249 -0.368
H -0.782 -0.089 -1.469 0.271
H -1.278 -1.016 0.097 0.253
H -0.463 0.880 1.439 0.213
```

## Properties
energy above the lowest of the compared OMol25 structures with the same formula, charge and spin	137.75	kJ/mol
E_LUMO	0.06	eV
net charge	0
SMILES	O=C1C[C@@H]1F
HOMO energy	-0.3683	Eh

Entry 3:
Computed, not measured: a gas-phase ion, C5H9IN (charge +1), with ωB97M-V/def2-TZVPD.

```
16
Properties=species:S:1:pos:R:3:nbo_charge:R:1
C 0.958 -1.586 0.511 0.253
C 0.086 -2.115 -0.490 -0.198
C -0.126 1.262 1.318 -0.706
C 0.165 1.009 -1.282 -0.629
C -0.412 0.517 0.094 0.100
N 0.097 -0.788 0.108 -0.225
I -2.631 0.160 -0.104 0.161
H 1.700 -1.616 1.302 0.274
H 0.326 -2.280 -1.546 0.239
H -0.728 -2.730 -0.159 0.230
H -0.346 0.678 2.141 0.246
H 0.823 1.893 1.356 0.258
H -0.900 1.971 1.504 0.276
H 0.163 0.296 -2.031 0.228
H 1.119 1.412 -1.031 0.231
H -0.294 1.920 -1.689 0.262
```

## Properties
energy above the lowest of the compared OMol25 structures with the same formula, charge and spin	269.70	kJ/mol
E_LUMO	-5.05	eV
net charge	+1
SMILES	CC(C)(I)[N+]1=CC1
HOMO energy	-0.5018	Eh

Entry 4:
Computed, not measured: a single C8H10N4 molecule, with ωB97M-V/def2-TZVPD.

```
22
Properties=species:S:1:pos:R:3:nbo_charge:R:1
C -3.219 -0.258 0.721 -0.405
C -1.189 -0.604 -0.585 0.548
C 0.916 -1.091 -0.268 0.123
C 2.167 -1.666 -0.093 -0.249
C 3.202 -0.737 0.209 -0.187
C 3.128 0.700 0.035 -0.247
C 1.902 1.244 0.002 -0.252
C 0.839 0.396 -0.294 0.101
H -2.360 0.710 1.011 0.199
H -4.343 0.088 0.713 0.217
H -3.128 -1.165 1.625 0.178
H -2.852 -1.844 -0.920 0.424
H 2.314 -2.674 0.221 0.224
H 4.194 -1.213 0.529 0.207
H 4.128 1.153 -0.407 0.234
H 1.832 2.329 -0.022 0.230
H -1.460 2.219 0.488 0.367
H -1.461 2.409 -1.386 0.389
N -2.638 -0.861 -0.465 -0.677
N -0.354 -1.651 -0.477 -0.505
N -0.636 0.565 -0.292 -0.257
N -0.982 1.951 -0.344 -0.662
```

## Properties
energy above the lowest of the compared OMol25 structures with the same formula, charge and spin	501.69	kJ/mol
E_LUMO	0.48	eV
net charge	0
SMILES	CNc1nc2ccccc2n1N
HOMO energy	-0.2874	Eh